Record 1
ORCA calculation (ωB97M-V/def2-TZVPD) on C19H19AuF6N5O5S2Se as an isolated structure.

The calculation puts the largest force on an atom at 0.9 eV Å⁻¹. The total charge is -1. Its LUMO energy is 0.9 eV. The value obtained for the total energy is -5318.1243 a.u. The value obtained for the HOMO-LUMO gap is 0.223 Ha.

Atoms and positions in Å:
Au -0.0510 0.7680 0.2180
F 1.7114 -2.9100 -3.4781
C 2.7396 -2.1398 -3.1174
F 3.8369 -2.6284 -3.6941
F 2.5212 -0.9047 -3.6000
S 2.8855 -1.9939 -1.2925
O 1.5669 -1.6052 -0.8880
O 3.9766 -1.0771 -1.1310
N 3.2914 -3.4709 -0.9356
S 2.6635 -4.3496 0.2030
O 3.5651 -5.4275 0.4853
O 2.0681 -3.6186 1.2899
C 1.2148 -5.1940 -0.5691
F 1.5256 -5.7826 -1.7236
F 0.7385 -6.1465 0.2533
F 0.2184 -4.3327 -0.8007
C -3.6067 0.2485 1.5254
C -3.9067 -0.2622 0.1337
O -2.6826 -0.3905 -0.5499
C -2.8167 -0.9585 -1.8370
C -1.4492 -1.0797 -2.4636
H -4.5300 0.3349 2.1032
H -3.1348 1.2293 1.4823
H -2.9320 -0.4297 2.0454
H -4.5681 0.4350 -0.4061
H -4.4220 -1.2345 0.1713
H -3.4839 -0.3295 -2.4471
H -3.2923 -1.9465 -1.7459
H -1.0244 -0.1025 -2.6844
H -1.5174 -1.6458 -3.3946
H -0.7543 -1.5963 -1.8016
Se -0.3106 -3.6963 2.5596
N 0.4622 -3.0356 4.0185
C 0.4557 -1.7228 3.8682
C 0.9877 -0.7750 4.8030
C 0.8808 0.5386 4.5004
C 0.2733 0.9478 3.2604
N -0.2164 0.1202 2.3879
C -0.1462 -1.2276 2.6713
N -0.6350 -2.1177 1.8340
H 1.4623 -1.1291 5.7075
H 1.2694 1.3079 5.1525
H 0.2316 2.0005 3.0107
C 0.8725 1.8432 -1.3009
C 0.5591 3.2753 -1.1246
C 1.3474 4.0967 -0.3052
C 1.0516 5.4296 -0.1158
C -0.0541 5.9980 -0.7502
C -0.8423 5.2048 -1.5838
C -0.5340 3.8734 -1.7659
C -0.3690 7.3833 -0.5525
N -0.6215 8.4952 -0.3938
H 1.9344 1.6400 -1.1680
H 0.5568 1.4826 -2.2779
H 2.2067 3.6630 0.1902
H 1.6782 6.0424 0.5199
H -1.6955 5.6399 -2.0886
H -1.1567 3.2632 -2.4076


Record 2
ORCA calculation (ωB97M-V/def2-TZVPD) on C19H19BrMoN3O3PS2 as an isolated structure.

The calculation puts the largest force on an atom at 0.2 eV Å⁻¹. The total charge is +3. Its LUMO energy (spin up / spin down) is -10.0 / -10.9 eV. As for the expectation value of S²: 0.812. The value obtained for the total energy is -4904.3867 a.u. As for the spin multiplicity: 2. The value obtained for the HOMO-LUMO gap (spin up / spin down) is 0.221 / 0.202 Ha.

Atoms and positions in Å:
Mo 0.2347 1.0958 0.7854
Br 5.7773 -4.4993 -9.7439
C 5.0210 -3.7207 -8.2822
C 5.8378 -2.9700 -7.3958
C 5.2650 -2.3930 -6.3033
C 3.8781 -2.5575 -6.0596
C 3.0626 -3.3052 -6.9546
C 3.6271 -3.8782 -8.0511
N 3.3997 -1.9291 -4.9149
N 2.2017 -2.2238 -4.6449
C 1.6130 -1.6200 -3.5406
C 0.3423 -2.1198 -3.2920
C -0.4566 -1.7054 -2.2195
C 0.0487 -0.7554 -1.3797
O -0.5883 -0.2585 -0.3057
C 1.3375 -0.2005 -1.6097
N 1.7090 0.7551 -0.7021
C 2.8941 1.3443 -0.8239
C 3.7594 1.0112 -1.8597
C 3.4033 0.0530 -2.7804
C 2.1566 -0.6006 -2.6776
H 6.8943 -2.8699 -7.6016
H 5.8529 -1.8144 -5.6046
H 2.0076 -3.4090 -6.7519
H 3.0385 -4.4547 -8.7513
H -0.0282 -2.8774 -3.9693
H -1.4380 -2.1273 -2.0552
H 3.1548 2.0922 -0.0879
H 4.7116 1.5175 -1.9263
H 4.0753 -0.2028 -3.5823
C -3.7598 5.4607 6.6362
C -2.8696 5.7223 5.4594
O -2.5700 4.3908 4.7790
P -1.2005 3.7051 4.7488
S 1.3717 0.7258 2.4848
S -0.0929 3.1439 0.5694
O -1.4292 2.3701 4.0016
C -2.6353 1.7738 3.4036
C -2.2213 0.6947 2.4321
H -4.0130 6.4248 7.0803
H -3.2593 4.8646 7.3984
H -4.6861 4.9758 6.3339
H -1.9115 6.1669 5.7262
H -3.3433 6.2937 4.6679
H -3.2184 2.5671 2.9422
H -3.2008 1.3393 4.2255
H -1.8704 1.1323 1.4701
H -3.1014 0.1312 2.1177
H -1.5248 -0.0110 2.8806


Record 3
ORCA calculation (ωB97M-V/def2-TZVPD) on one molecule with the formula C19H19ClN2O4 at a distorted geometry.

The value obtained for the energy relative to the best compared isomer or geometry (same formula, charge and spin) is 65.0 kJ/mol. The calculation puts the largest force on an atom at 1.1 eV Å⁻¹. As for the structure (SMILES): O=C(NC[C@H]1CCCO1)/C(=C\c1ccco1)NC(=O)c1ccc(Cl)cc1. Its LUMO energy is 0.2 eV. The value obtained for the total energy is -1606.0938 a.u. The value obtained for the HOMO-LUMO gap is 0.292 Ha.

Atoms and positions in Å:
O -0.7006 -2.4156 0.5215
C -0.2403 -1.3154 0.3083
N 1.0443 -0.9734 0.5469
C 2.0519 -1.9147 0.9709
C 3.1930 -1.9846 -0.0508
C 2.7300 -2.4463 -1.4478
C 2.9049 -1.2010 -2.3201
C 3.9989 -0.4479 -1.5660
O 3.7295 -0.6734 -0.1983
C -1.0754 -0.1302 -0.1224
C -1.4995 0.0753 -1.3798
C -1.2018 -0.7721 -2.4959
C -1.6598 -0.6897 -3.7907
C -1.0802 -1.7699 -4.4885
C -0.3094 -2.4306 -3.5809
O -0.3721 -1.8365 -2.3780
N -1.3737 0.7008 0.9592
C -1.9874 1.9237 0.9402
O -2.2809 2.5216 -0.0740
C -2.2342 2.4931 2.2976
C -2.5164 1.7080 3.4129
C -2.7652 2.2981 4.6381
C -2.7287 3.6800 4.7530
Cl -3.0274 4.4134 6.2859
C -2.4662 4.4778 3.6488
C -2.2297 3.8801 2.4270
H 1.3949 -0.0714 0.2597
H 1.5737 -2.8894 1.0811
H 2.4616 -1.5953 1.9353
H 3.9726 -2.6522 0.3448
H 3.3605 -3.2600 -1.8050
H 1.6978 -2.7860 -1.4225
H 1.9870 -0.6129 -2.3353
H 3.1902 -1.4342 -3.3429
H 4.9908 -0.8460 -1.8258
H 3.9931 0.6302 -1.7322
H -2.1156 0.9320 -1.6027
H -2.3289 0.0496 -4.1799
H -1.2165 -2.0212 -5.5203
H 0.3090 -3.3022 -3.6656
H -1.1090 0.3338 1.8623
H -2.5827 0.6324 3.3325
H -2.9919 1.6921 5.5011
H -2.4537 5.5515 3.7485
H -2.0368 4.4785 1.5498


Record 4
ORCA calculation (ωB97M-V/def2-TZVPD) on one molecule with the formula C19H19ClN2O4.

The value obtained for the energy relative to the best compared isomer or geometry (same formula, charge and spin) is 0.0 kJ/mol. The calculation puts the largest force on an atom at 0.7 eV Å⁻¹. As for the structure (SMILES): COc1ccc(NC(=O)[C@@H]2CC(=O)N(c3ccccc3Cl)C2)c(OC)c1. Its LUMO energy is 0.7 eV. The value obtained for the total energy is -1606.1185 a.u. The value obtained for the HOMO-LUMO gap is 0.310 Ha.

Atoms and positions in Å:
C -6.0110 2.2134 0.4519
O -5.1666 1.1051 0.6458
C -3.9161 1.1417 0.1016
C -3.3936 2.1939 -0.6339
C -2.1023 2.1132 -1.1355
C -1.3274 0.9923 -0.9115
N -0.0130 0.8321 -1.3621
C 0.8008 1.7190 -1.9748
O 0.4837 2.8295 -2.3444
C 2.2329 1.1910 -2.1434
C 2.2914 -0.2000 -2.7786
C 2.3561 -1.1662 -1.6050
O 2.1871 -2.3610 -1.6422
N 2.6171 -0.4322 -0.4838
C 2.7712 -1.0102 0.7897
C 3.6178 -2.1055 0.9398
C 3.7715 -2.7237 2.1657
C 3.0859 -2.2485 3.2704
C 2.2344 -1.1667 3.1389
C 2.0655 -0.5568 1.9061
Cl 0.9295 0.7505 1.7945
C 2.8799 0.9671 -0.7672
C -1.8569 -0.0816 -0.1652
O -1.0119 -1.1450 0.0054
C -1.4494 -2.2441 0.7648
C -3.1392 0.0022 0.3339
H -6.9414 1.9674 0.9614
H -6.2140 2.3829 -0.6104
H -5.5879 3.1229 0.8904
H -3.9695 3.0835 -0.8276
H -1.6882 2.9302 -1.7023
H 0.3671 -0.0641 -1.0865
H 2.7770 1.9394 -2.7213
H 1.4384 -0.4258 -3.4175
H 3.1975 -0.3284 -3.3749
H 4.1443 -2.4725 0.0731
H 4.4303 -3.5732 2.2579
H 3.2044 -2.7213 4.2329
H 1.6827 -0.7963 3.9889
H 2.4615 1.6177 0.0011
H 3.9643 1.1358 -0.8096
H -1.6763 -1.9519 1.7949
H -2.3291 -2.7150 0.3165
H -0.6180 -2.9477 0.7603
H -3.5806 -0.7929 0.9114


Record 5
ORCA calculation (ωB97M-V/def2-TZVPD) on C19H19FeNO6 as an isolated structure at a distorted geometry.

The calculation puts the largest force on an atom at 2.8 eV Å⁻¹. Its LUMO energy (spin up / spin down) is 0.5 / -2.0 eV. As for the expectation value of S²: 6.198. The value obtained for the total energy is -2505.1150 a.u. As for the spin multiplicity: 5. The value obtained for the HOMO-LUMO gap (spin up / spin down) is 0.245 / 0.213 Ha.

Atoms and positions in Å:
C 3.2188 0.7442 -2.9798
O 2.1552 -0.1686 -2.8315
C 1.8652 -0.5342 -1.4766
C 2.7248 -1.3612 -0.7325
C 2.4372 -1.6804 0.7285
C 1.0530 -1.2783 1.2187
C 0.2455 -0.4608 0.4416
C 0.6175 -0.0895 -0.8889
Fe 0.8002 -2.2118 -0.6688
C 1.2228 -3.9746 -0.1842
O 1.5096 -5.0310 0.1268
C 0.7222 -2.7457 -2.4933
O 0.6816 -3.0748 -3.5826
C -1.0524 -2.5470 -0.4861
O -2.1694 -2.7269 -0.3606
H 3.4798 0.8035 -4.0383
H 2.8891 1.7235 -2.6303
H 4.0835 0.4053 -2.4071
H 3.6161 -1.7604 -1.2162
H 2.6831 -2.7283 0.9943
H 3.1605 -1.0710 1.3139
H 0.7358 -1.5572 2.2271
H -0.7286 -0.1456 0.8260
H -0.0569 0.5021 -1.5096
C 1.9851 5.5907 3.8749
C 1.5825 4.3318 4.6153
O 2.3629 3.2223 4.2402
C 2.0766 2.1667 5.0722
C 2.6050 0.8908 4.6774
C 2.3341 -0.3056 5.3370
C 1.6345 -0.3561 6.5563
C 1.3237 -1.5592 7.1119
N 1.6134 -2.7370 6.5639
C 2.2914 -2.6980 5.4183
C 2.6896 -1.5551 4.7908
O 1.3717 2.2872 6.0676
H 1.2629 6.3977 4.0044
H 2.9566 5.9460 4.2170
H 2.0721 5.3826 2.8083
H 1.6701 4.4435 5.7070
H 0.5395 4.0521 4.4072
H 3.1581 0.8623 3.7573
H 1.3419 0.5639 7.0280
H 0.8000 -1.5901 8.0564
H 2.5230 -3.6554 4.9760
H 3.2562 -1.5963 3.8793


Please write out number 5 again, unchanged.
ORCA calculation (ωB97M-V/def2-TZVPD) on C19H19FeNO6 as an isolated structure at a distorted geometry.

The calculation puts the largest force on an atom at 2.8 eV Å⁻¹. Its LUMO energy (spin up / spin down) is 0.5 / -2.0 eV. As for the expectation value of S²: 6.198. The value obtained for the total energy is -2505.1150 a.u. As for the spin multiplicity: 5. The value obtained for the HOMO-LUMO gap (spin up / spin down) is 0.245 / 0.213 Ha.

Atoms and positions in Å:
C 3.2188 0.7442 -2.9798
O 2.1552 -0.1686 -2.8315
C 1.8652 -0.5342 -1.4766
C 2.7248 -1.3612 -0.7325
C 2.4372 -1.6804 0.7285
C 1.0530 -1.2783 1.2187
C 0.2455 -0.4608 0.4416
C 0.6175 -0.0895 -0.8889
Fe 0.8002 -2.2118 -0.6688
C 1.2228 -3.9746 -0.1842
O 1.5096 -5.0310 0.1268
C 0.7222 -2.7457 -2.4933
O 0.6816 -3.0748 -3.5826
C -1.0524 -2.5470 -0.4861
O -2.1694 -2.7269 -0.3606
H 3.4798 0.8035 -4.0383
H 2.8891 1.7235 -2.6303
H 4.0835 0.4053 -2.4071
H 3.6161 -1.7604 -1.2162
H 2.6831 -2.7283 0.9943
H 3.1605 -1.0710 1.3139
H 0.7358 -1.5572 2.2271
H -0.7286 -0.1456 0.8260
H -0.0569 0.5021 -1.5096
C 1.9851 5.5907 3.8749
C 1.5825 4.3318 4.6153
O 2.3629 3.2223 4.2402
C 2.0766 2.1667 5.0722
C 2.6050 0.8908 4.6774
C 2.3341 -0.3056 5.3370
C 1.6345 -0.3561 6.5563
C 1.3237 -1.5592 7.1119
N 1.6134 -2.7370 6.5639
C 2.2914 -2.6980 5.4183
C 2.6896 -1.5551 4.7908
O 1.3717 2.2872 6.0676
H 1.2629 6.3977 4.0044
H 2.9566 5.9460 4.2170
H 2.0721 5.3826 2.8083
H 1.6701 4.4435 5.7070
H 0.5395 4.0521 4.4072
H 3.1581 0.8623 3.7573
H 1.3419 0.5639 7.0280
H 0.8000 -1.5901 8.0564
H 2.5230 -3.6554 4.9760
H 3.2562 -1.5963 3.8793


Q: What is the formula in the second record?
A: C19H19BrMoN3O3PS2